Record 1
The following is a quantum chemistry calculation of a 3-piece molecular cluster, C22H25BF16N5O5 overall in a non-equilibrium geometry, from the Open Molecules 2025 dataset.

Properties
LUMO = -0.0935 Ha
Spin multiplicity = 1
Charge = +1
E_HOMO = -12.38 eV

Each line ends with the Mulliken charge.
CARTESIAN COORDINATES (ANGSTROEM)
C -0.77097 -3.07868 0.69081  -0.882
B -1.07687 -1.56338 1.10895  0.793
O -2.38468 -1.24489 1.51640  -0.506
N -0.09547 -0.43939 1.12774  0.074
C 0.39814 -0.04584 2.49846  -1.045
C 0.37864 0.27168 0.12854  0.189
N 1.28109 1.34831 0.26054  -0.542
C 1.46043 1.77073 -1.03861  0.103
C 2.39819 3.00424 -1.22154  -0.094
N 2.23824 3.83084 0.00767  -0.585
N 0.73713 1.03646 -1.94776  -0.417
N 0.08459 0.09001 -1.20019  0.752
O -0.65641 -0.76432 -1.94047  -0.373
C -1.78572 -0.05926 -2.53116  -0.056
O -1.93196 0.00845 -3.69956  -0.395
C -2.76665 0.61797 -1.52850  0.853
C -3.86883 -0.19609 -1.03275  -0.431
C -4.75436 0.45127 -0.05459  -0.299
C -4.53039 1.84706 0.35954  -0.541
C -3.42371 2.62538 -0.20614  -0.697
C -2.50962 2.00125 -1.15766  -0.288
H -1.16327 -3.35534 -0.32559  0.289
H 0.33071 -3.25693 0.80113  0.345
H -1.29868 -3.76112 1.41775  0.238
H -2.98932 -1.89516 1.09430  0.198
H 1.41852 -0.50023 2.60844  0.340
H 0.39843 1.06094 2.64140  0.380
H -0.31296 -0.45528 3.27049  0.375
H 3.45761 2.63576 -1.20289  0.114
H 2.15908 3.65374 -2.10055  0.291
H 2.96513 4.54310 0.06005  0.263
H 1.30820 4.25763 -0.01257  0.193
H 0.70579 1.18089 -2.95428  0.256
H -4.03231 -1.25952 -1.33651  0.513
H -5.61526 -0.09075 0.39022  0.372
H -5.23180 2.27917 1.11207  0.384
H -3.27911 3.69152 0.08647  0.377
H -1.64682 2.54094 -1.61219  0.428
C -6.23685 -4.43024 1.81488  -0.866
C -4.74484 -4.59143 1.45924  1.093
C -4.30446 -6.00198 1.06331  0.005
F -4.47511 -6.88857 2.05810  -0.219
F -2.97996 -6.00711 0.76579  -0.248
F -3.99335 -4.11174 2.47539  -0.279
F -4.50043 -3.76455 0.39133  -0.328
O -6.57571 -4.43997 3.19821  -0.401
C -6.77481 -5.68276 3.81532  0.763
C -5.75957 -5.94549 4.93008  0.205
F -4.49433 -5.93191 4.45528  -0.215
F -5.96410 -7.16427 5.47720  -0.256
F -6.79978 -6.65780 2.88950  -0.272
F -8.01328 -5.64067 4.34909  -0.296
H -6.51602 -3.42806 1.48349  0.434
H -6.87470 -5.10130 1.23604  0.347
H -4.84739 -6.35549 0.18191  0.298
H -5.83825 -5.19015 5.71440  0.253
C 6.71913 5.16736 -3.07416  -0.792
C 6.07463 4.81814 -1.71819  1.029
C 6.95197 5.02390 -0.48414  0.024
F 8.04965 4.24760 -0.50156  -0.216
F 6.25962 4.68888 0.63581  -0.269
F 5.59823 3.54895 -1.76714  -0.256
F 4.97906 5.62553 -1.58228  -0.349
O 7.25711 4.08623 -3.83159  -0.405
C 8.56614 3.67577 -3.54645  0.762
C 8.62283 2.23428 -3.03551  0.203
F 7.90023 2.08533 -1.90281  -0.221
F 9.89537 1.88676 -2.74154  -0.257
F 9.15133 4.55067 -2.70986  -0.270
F 9.24545 3.75673 -4.70976  -0.293
H 5.91006 5.54919 -3.69970  0.424
H 7.42374 5.99750 -2.99509  0.341
H 7.26081 6.06878 -0.38902  0.309
H 8.23279 1.54072 -3.78302  0.247

=====

Record 2
The following is a quantum chemistry calculation of C22H25BF4MgN5S as an isolated structure, from the Open Molecules 2025 dataset.

Properties
Relative energy (zero: lowest compared OMol25 entry of this formula, charge and spin) = 14.58 kcal per mole
LUMO = 0.0915 Ha
Spin multiplicity = 1
Charge = -1
E_HOMO = -4.70 eV

Each line ends with the Mulliken charge.
CARTESIAN COORDINATES (ANGSTROEM)
Mg -0.76800 -0.00912 0.54802  1.092
C 3.12943 -0.50672 5.35765  -1.116
C 2.33409 0.51515 4.54738  -0.418
N 0.96246 0.10570 4.31307  -0.098
C 0.54247 -0.57565 3.22004  0.268
S -1.08185 -1.12306 3.14358  -0.536
N 1.48464 -0.84559 2.30037  -1.253
N 0.86680 -1.22471 1.17519  0.978
C 1.39946 -2.05192 0.35004  0.777
C 2.75999 -2.64367 0.53005  -1.786
C 0.49805 -2.47718 -0.73619  0.225
C 0.81549 -3.53682 -1.57926  -0.790
C -0.09647 -3.92958 -2.54586  -0.428
C -1.30547 -3.26385 -2.65338  -0.830
C -1.55774 -2.22014 -1.77378  -0.312
N -0.68733 -1.84051 -0.84025  0.068
H 4.18750 -0.23026 5.40527  0.327
H 2.74883 -0.57691 6.38111  0.311
H 3.04751 -1.49089 4.89170  0.299
H 2.32006 1.47823 5.05968  0.436
H 2.79688 0.66259 3.57656  0.239
H 0.31308 0.09797 5.07851  0.223
H 3.32025 -2.01864 1.22058  0.425
H 2.70842 -3.65271 0.95207  0.268
H 3.28987 -2.70028 -0.42320  0.450
H 1.75901 -4.05317 -1.46755  0.390
H 0.13657 -4.75517 -3.20807  0.391
H -2.04030 -3.53500 -3.40049  0.476
H -2.48416 -1.65779 -1.82450  0.426
C -1.63281 0.17740 -5.57355  -1.586
C -0.81986 0.39575 -4.32454  1.189
C -1.21134 1.30167 -3.35395  -0.632
C -0.45985 1.42435 -2.19195  -0.264
N 0.62770 0.69150 -1.94463  -0.224
C 1.01973 -0.16162 -2.89449  -0.592
C 0.34325 -0.33762 -4.08549  -0.487
H -2.42759 0.91839 -5.65965  0.364
H -2.09863 -0.81175 -5.55238  0.277
H -1.00456 0.22939 -6.46524  0.404
H -2.11976 1.88128 -3.46425  0.267
H -0.77423 2.10441 -1.40370  0.445
H 1.91114 -0.74455 -2.67954  0.451
H 0.69648 -1.06410 -4.80957  0.412
C -0.42689 4.56027 2.45339  -0.281
C 0.65146 4.09532 1.71273  -0.678
C 0.59595 2.83287 1.12248  0.140
C -0.50932 1.97480 1.24147  -0.222
C -1.58438 2.49449 1.99035  -0.364
C -1.55271 3.75165 2.58615  -0.719
H -0.39381 5.53799 2.91956  0.349
H 1.53391 4.71831 1.59050  0.342
H 1.46356 2.50578 0.55114  0.348
H -2.48467 1.89915 2.12147  0.274
H -2.40664 4.10487 3.15748  0.356
F -2.64511 0.11922 -0.10830  -0.333
B -3.70520 0.74659 -0.94763  0.409
F -3.32067 2.05776 -1.22110  -0.394
F -3.77709 -0.01698 -2.13587  -0.420
F -4.88761 0.67313 -0.22922  -0.333

=====

Record 3
The following is a quantum chemistry calculation of one molecule with the formula C22H25BrN2O3S, from the Open Molecules 2025 dataset.

Properties
LUMO = 0.0186 Ha
SMILES string = COc1cc2c(C(=O)OCCN(C)C)c(CSc3ccccc3)n(C)c2cc1Br
Spin multiplicity = 1
Charge = 0
E_HOMO = -7.96 eV

Each line ends with the Mulliken charge.
CARTESIAN COORDINATES (ANGSTROEM)
C 3.43849 3.98691 1.41035  -0.839
H 2.86477 3.59375 2.25511  0.327
O 4.18621 2.97445 0.78294  -0.476
C 3.51933 1.93011 0.23046  0.838
C 2.14796 1.76209 0.23432  -0.020
C 1.61500 0.62758 -0.37453  0.632
C 2.45031 -0.33021 -0.98686  -0.333
C 3.83007 -0.16849 -0.99666  -1.141
C 4.33224 0.95707 -0.38573  -0.425
Br 6.20699 1.24103 -0.34823  -0.170
H 4.50231 -0.87920 -1.45055  0.343
N 1.65916 -1.33647 -1.48542  0.325
C 0.35282 -1.05058 -1.21135  -0.734
C 0.27433 0.15459 -0.52664  0.743
C -0.89657 0.84472 -0.00404  0.407
O -0.85009 1.87131 0.63848  -0.701
O -2.04905 0.21346 -0.29695  -0.039
C -3.24441 0.80720 0.19031  -0.397
C -3.73061 1.91216 -0.77056  -0.895
N -4.93253 2.61095 -0.38417  0.019
C -6.11763 1.78224 -0.35539  -0.965
H -6.14270 1.08255 0.49340  0.332
H -6.18201 1.21360 -1.28140  0.295
H -6.99089 2.43104 -0.28612  0.357
C -4.79597 3.39831 0.82262  -0.941
H -5.63645 4.09037 0.88080  0.335
H -3.87367 3.97316 0.77415  0.295
H -4.78668 2.79224 1.74032  0.332
H -3.89908 1.46536 -1.75555  0.290
H -2.92941 2.65093 -0.86400  0.385
H -3.96514 -0.00990 0.25732  0.379
H -3.05529 1.23023 1.18198  0.291
C -0.73315 -1.99590 -1.52755  -1.032
H -1.62550 -1.47883 -1.87185  0.500
H -0.43117 -2.75452 -2.24723  0.520
S -1.30190 -2.87539 0.00436  -0.207
C 0.30397 -3.27268 0.68955  0.260
C 0.90179 -4.48614 0.38746  -0.469
C 2.16969 -4.76166 0.87104  -0.336
C 2.83519 -3.82596 1.64611  -0.589
C 2.22380 -2.62392 1.96174  -0.580
C 0.95065 -2.34851 1.49459  -0.336
H 0.46203 -1.41957 1.74451  0.488
H 2.73653 -1.89774 2.57421  0.465
H 3.82878 -4.03776 2.01159  0.414
H 2.63950 -5.70555 0.63688  0.390
H 0.37215 -5.20492 -0.22057  0.433
C 2.13860 -2.47553 -2.22040  -1.034
H 1.82657 -3.40586 -1.74207  0.339
H 1.77014 -2.45615 -3.24933  0.343
H 3.22463 -2.44957 -2.24149  0.256
H 1.47949 2.46973 0.69345  0.770
H 2.75775 4.47434 0.70584  0.322
H 4.16863 4.70951 1.77073  0.235

=====

Number 1: molar mass 754.3 g/mol, Kohn-Sham gap 9.8 eV. Number 2: molar mass 502.7 g/mol, Kohn-Sham gap 7.2 eV. Number 3: molar mass 477.4 g/mol, Kohn-Sham gap 8.5 eV.